(1)
{"formula": "CH5N3", "method": "ωB97M-V with the def2-TZVPD basis set", "spin_multiplicity": 1, "relative_energy_ev": 6.9864, "gap_ev": [7.9, 7.9], "charge": 0, "energy_ev": -5581.98992, "species": ["N", "N", "N", "C", "H", "H", "H", "H", "H"], "xyz": [[0.410, -0.221, 0.059], [1.997, 0.213, 2.070], [0.273, -0.272, 1.303], [-0.726, 0.119, -0.660], [-1.471, 0.514, 0.044], [1.402, -0.140, -0.129], [-0.428, 0.886, -1.341], [1.709, 0.139, 3.051], [-1.321, -0.615, -1.295]], "forces_ev_per_angstrom": [[1.5, -1.0, 4.0], [-3.7, -1.2, -2.4], [3.6, 1.1, 2.2], [-3.2, 0.3, -2.4], [0.4, 0.0, -0.2], [0.3, 0.2, -1.4], [-0.1, 0.8, -0.5], [-0.3, -0.2, -0.1], [1.4, 0.1, 0.9]]}


(2)
{"formula": "CH5N3", "method": "ωB97M-V with the def2-TZVPD basis set", "spin_multiplicity": 1, "relative_energy_ev": 3.5016, "gap_ev": 9.7, "charge": 0, "energy_ev": -5585.47467, "smiles": "[H]/N=C\\NN", "species": ["N", "N", "N", "C", "H", "H", "H", "H", "H"], "xyz": [[-0.308, 0.101, -0.481], [-1.589, 0.132, -0.242], [2.002, -0.014, 0.352], [0.773, -0.455, 0.153], [2.394, 0.775, -0.186], [-2.059, 0.762, 0.636], [0.683, -1.194, 0.997], [-1.886, -0.861, -0.113], [-0.009, 0.755, -1.115]], "forces_ev_per_angstrom": [[4.4, -0.4, -0.1], [-6.0, -0.9, 3.3], [-1.2, -0.7, -1.6], [2.3, 1.0, 4.4], [-0.9, -0.2, -0.1], [2.4, -2.1, -2.5], [-1.3, 0.0, -1.5], [-0.4, 1.4, -0.1], [0.6, 1.9, -1.9]]}


(3)
{"formula": "CH5N3O", "method": "ωB97M-V with the def2-TZVPD basis set", "spin_multiplicity": 1, "relative_energy_ev": 3.1929, "gap_ev": 9.6, "charge": 0, "energy_ev": -7632.44466, "smiles": "[H]/N=C(\\N)NO", "species": ["O", "N", "N", "N", "C", "H", "H", "H", "H", "H"], "xyz": [[1.273, 0.674, 1.139], [-0.015, 0.317, 0.874], [-1.548, -0.169, -0.723], [0.656, -0.516, -1.045], [-0.297, -0.331, -0.260], [0.280, -0.403, -2.069], [-2.074, -0.180, 0.136], [1.633, 0.461, 0.360], [-0.304, 0.066, 1.892], [-1.592, -0.774, -1.617]], "forces_ev_per_angstrom": [[-0.6, 1.4, 4.0], [-2.2, 0.0, 6.5], [-0.8, -1.5, -1.2], [2.0, -0.5, -4.1], [0.9, 1.9, -1.4], [1.2, -0.8, 2.4], [-2.0, -0.4, -0.8], [3.4, -1.2, -5.1], [-0.4, 0.0, -2.9], [-1.4, 1.0, 2.6]]}


(4)
{"formula": "CH5N3O2S", "method": "ωB97M-V with the def2-TZVPD basis set", "spin_multiplicity": 1, "relative_energy_ev": 2.6447, "gap_ev": 10.5, "charge": 0, "energy_ev": -20515.76087, "species": ["S", "O", "O", "N", "N", "N", "C", "H", "H", "H", "H", "H"], "xyz": [[-2.165, 0.006, -0.043], [-2.309, 1.464, -0.212], [-3.440, -0.642, -0.050], [-0.678, -0.675, -1.256], [-0.962, -0.427, 1.060], [0.716, 0.863, -0.100], [0.145, -0.424, -0.025], [0.149, 1.787, 0.053], [1.574, 1.101, 0.458], [-0.626, 0.089, -1.889], [-1.089, -1.107, 1.746], [0.915, -1.191, 0.316]], "forces_ev_per_angstrom": [[0.9, 1.4, -2.1], [1.3, -2.2, 0.5], [0.9, -1.1, 0.5], [-2.8, -0.2, 3.9], [-0.3, 1.8, -2.8], [1.8, 3.9, 0.9], [-0.4, 0.4, 1.3], [0.4, -3.0, -0.7], [-1.1, -1.3, -0.7], [0.7, 0.9, -0.7], [-0.4, -1.5, 1.0], [-1.0, 0.8, -1.1]]}


(5)
{"formula": "CH5N3O3", "method": "ωB97M-V with the def2-TZVPD basis set", "spin_multiplicity": 1, "relative_energy_ev": 1.8740, "gap_ev": [10.0, 10.0], "charge": 0, "energy_ev": -11726.85916, "smiles": "N/N=[N+](\\[O-])C(O)O", "species": ["O", "O", "O", "N", "N", "N", "C", "H", "H", "H", "H", "H"], "xyz": [[-0.439, -0.759, 1.320], [1.577, 0.978, -0.485], [1.865, -0.937, 0.690], [-2.435, 0.386, -0.334], [-1.158, 0.038, -0.643], [-0.268, -0.404, 0.139], [1.169, -0.339, -0.233], [-2.481, 0.747, 0.588], [-2.727, 1.093, -0.951], [1.279, -0.768, -1.255], [1.065, -0.972, 1.434], [2.552, 0.937, -0.271]], "forces_ev_per_angstrom": [[-0.6, -0.2, 2.1], [1.0, 0.8, 1.1], [-1.1, -0.9, 3.0], [1.4, -1.9, 1.6], [2.5, 0.6, -2.0], [-3.4, 1.6, -0.7], [1.1, 0.0, -4.9], [-0.3, 0.0, 1.5], [-0.1, 0.7, -1.3], [-0.5, -0.7, 0.7], [1.7, -0.3, -0.8], [-1.5, 0.3, -0.2]]}


(6)
{"formula": "CH5N3OS", "method": "ωB97M-V with the def2-TZVPD basis set", "spin_multiplicity": 1, "relative_energy_ev": 3.8331, "gap_ev": 8.2, "charge": 0, "energy_ev": -18466.60164, "species": ["S", "O", "N", "N", "N", "C", "H", "H", "H", "H", "H"], "xyz": [[-1.385, -1.189, 0.822], [1.275, -0.823, -0.939], [-0.893, -2.001, -0.269], [-0.736, 0.421, 0.928], [0.589, 0.366, -1.113], [0.418, 1.023, 0.233], [-0.332, 0.138, -1.539], [0.121, 2.007, -0.156], [0.483, -1.411, -0.616], [-0.878, 0.556, 1.970], [1.338, 0.912, 0.678]], "forces_ev_per_angstrom": [[0.4, 1.7, 0.1], [-0.9, -1.3, 0.5], [-0.6, -0.8, -0.2], [-0.8, -1.5, 2.5], [-0.3, 1.2, 0.7], [-3.1, -0.7, -4.3], [0.7, 0.4, 0.4], [0.3, 0.3, 1.2], [1.9, 0.0, -0.8], [0.5, 0.6, -1.5], [1.9, 0.1, 1.4]]}


(7)
{"formula": "CH5N3S", "method": "ωB97M-V with the def2-TZVPD basis set", "spin_multiplicity": 1, "relative_energy_ev": 1.5696, "gap_ev": 8.9, "charge": 0, "energy_ev": -16421.75095, "smiles": "N/N=C/NS", "species": ["S", "N", "N", "N", "C", "H", "H", "H", "H", "H"], "xyz": [[0.325, 1.962, 1.482], [0.507, -0.604, 0.119], [-0.613, 1.415, 0.141], [0.622, -1.900, -0.409], [-0.391, 0.141, -0.415], [0.408, -1.898, -1.430], [-1.353, 2.009, -0.235], [-0.902, 0.044, -1.326], [-0.176, 1.073, 2.327], [1.572, -2.243, -0.255]], "forces_ev_per_angstrom": [[-0.7, 0.0, -1.1], [-1.3, -0.1, -0.6], [0.3, 0.0, 0.0], [0.0, 0.1, -1.1], [2.1, 1.4, 2.2], [0.4, -0.2, 1.0], [0.6, -0.5, 0.4], [-0.9, -0.9, -1.2], [-0.1, -0.2, 0.6], [-0.4, 0.3, -0.1]]}


(8)
{"formula": "CH5NO", "method": "ωB97M-V with the def2-TZVPD basis set", "spin_multiplicity": 1, "relative_energy_ev": 5.8320, "gap_ev": 10.2, "charge": 0, "energy_ev": -4649.55144, "species": ["O", "N", "C", "H", "H", "H", "H", "H"], "xyz": [[0.035, -0.588, 0.008], [1.180, 0.377, 0.003], [-1.109, 0.204, -0.071], [-1.507, 1.159, -0.454], [-2.126, -0.706, -0.247], [1.714, -0.204, 1.020], [-1.599, 0.611, 1.082], [1.632, -0.016, -1.058]], "forces_ev_per_angstrom": [[-0.3, 2.8, -1.0], [2.3, -4.7, 0.3], [-7.4, -2.6, 4.6], [2.0, -0.5, -1.7], [3.3, 2.8, 0.1], [-1.1, 2.4, -4.5], [2.0, -1.5, -2.2], [-0.7, 1.4, 4.4]]}


(9)
{"formula": "CH5NO", "method": "ωB97M-V with the def2-TZVPD basis set", "spin_multiplicity": 1, "relative_energy_ev": 2.6875, "gap_ev": 11.0, "charge": 0, "energy_ev": -4652.69595, "smiles": "CON", "species": ["O", "N", "C", "H", "H", "H", "H", "H"], "xyz": [[0.783, -0.149, 0.715], [-0.584, 0.028, 1.277], [0.490, -0.036, -0.640], [-0.237, 0.799, -0.896], [-0.856, 0.934, 1.042], [-1.143, -0.660, 0.904], [1.431, 0.197, -1.312], [0.115, -1.113, -1.090]], "forces_ev_per_angstrom": [[-2.8, 0.9, 0.1], [3.8, -0.3, 2.9], [1.3, -1.5, -4.1], [0.7, -1.1, 0.4], [-0.6, 1.5, -0.6], [-1.5, -1.7, -1.3], [-1.4, -0.5, 1.7], [0.5, 2.6, 1.0]]}


(10)
{"formula": "CH5NO2", "method": "ωB97M-V with the def2-TZVPD basis set", "spin_multiplicity": 1, "relative_energy_ev": 1.2132, "gap_ev": 10.8, "charge": 0, "energy_ev": -6702.49875, "smiles": "NC=O.O", "species": ["O", "O", "N", "C", "H", "H", "H", "H", "H"], "xyz": [[0.415, 0.730, -1.645], [-1.062, -0.709, -0.436], [-0.129, 0.314, 1.373], [-0.137, -0.641, 0.421], [-0.574, 1.196, 1.150], [0.498, -1.504, 0.655], [-0.516, 0.141, -1.410], [0.559, 0.313, 2.111], [0.946, 0.159, -2.218]], "forces_ev_per_angstrom": [[-1.9, -1.1, -0.1], [1.4, -0.6, 1.7], [0.5, 0.0, -0.6], [-3.1, -0.5, 0.7], [-0.1, -0.2, 0.1], [0.3, 0.2, -0.4], [3.2, 2.0, -1.1], [0.1, 0.0, -0.3], [-0.3, 0.2, 0.1]]}


(11)
{"formula": "CH5NO2S", "method": "ωB97M-V with the def2-TZVPD basis set", "spin_multiplicity": 1, "relative_energy_ev": 5.0123, "gap_ev": [7.7, 8.6], "charge": 0, "energy_ev": -17533.93106, "species": ["S", "O", "O", "N", "C", "H", "H", "H", "H", "H"], "xyz": [[-0.364, -0.569, 0.003], [1.733, 0.708, 1.607], [-0.463, 1.294, -1.856], [0.262, 0.753, -0.914], [-1.658, -1.213, -0.787], [-2.456, -0.626, -1.231], [-1.886, -2.193, -0.492], [1.491, 0.042, 2.202], [0.670, 1.251, -0.139], [2.671, 0.554, 1.607]], "forces_ev_per_angstrom": [[-0.1, -0.8, -0.4], [0.5, 1.2, -0.9], [1.6, -0.5, 1.7], [-2.6, -0.6, -1.3], [-0.1, 1.4, 0.0], [0.4, 0.1, -0.3], [-0.2, -1.2, 0.3], [-1.3, -1.5, 1.5], [0.7, 1.6, -0.1], [0.9, 0.4, -0.5]]}


(12)
{"formula": "CH5NO3P2", "method": "ωB97M-V with the def2-TZVPD basis set", "spin_multiplicity": 3, "relative_energy_ev": 0.0000, "gap_ev": [5.4, 6.3], "charge": 0, "energy_ev": -27326.18505, "species": ["P", "P", "O", "O", "O", "N", "C", "H", "H", "H", "H", "H"], "xyz": [[-3.190, 1.297, 0.127], [-1.851, -1.547, -0.484], [-2.003, -2.732, 0.387], [-2.981, -0.209, 0.262], [-1.810, 1.888, -0.156], [0.294, 0.389, -0.389], [-0.200, -0.709, 0.413], [0.060, -0.010, -1.362], [-0.916, 1.340, -0.269], [-0.574, -0.434, 1.463], [1.311, 0.454, -0.189], [0.453, -1.544, 0.529]], "forces_ev_per_angstrom": [[-3.8, 2.8, -0.1], [-0.7, 3.1, 2.9], [-0.3, -0.4, -0.4], [2.1, -6.5, -0.7], [4.3, 0.9, -0.8], [-0.1, -1.7, -1.6], [-1.8, -0.2, 1.6], [1.6, 1.5, 1.4], [-1.2, 1.2, 0.4], [0.3, -0.1, -1.7], [-0.9, 0.3, -0.8], [0.6, -0.7, -0.2]]}


(13)
{"formula": "CH5NO4P", "method": "ωB97M-V with the def2-TZVPD basis set", "spin_multiplicity": 1, "relative_energy_ev": 4.5321, "gap_ev": [7.3, 8.5], "charge": -1, "energy_ev": -20086.33435, "species": ["P", "O", "O", "O", "O", "N", "C", "H", "H", "H", "H", "H"], "xyz": [[-1.195, -0.440, 1.435], [-0.961, 0.808, 2.255], [-2.746, -0.586, 0.806], [1.633, 0.989, -1.401], [-0.207, -0.835, 0.402], [-3.804, -0.011, 1.235], [2.388, -0.198, -1.320], [-3.497, 1.026, 1.452], [2.227, -0.757, -2.259], [0.824, 0.903, -0.795], [3.458, 0.061, -1.208], [1.880, -0.960, -0.602]], "forces_ev_per_angstrom": [[1.3, 0.6, 2.0], [-0.9, -0.5, -0.7], [1.9, -1.6, -1.5], [-1.7, 0.4, 1.4], [0.1, -0.1, -1.0], [-1.7, 3.7, 1.2], [-1.5, -1.7, 0.1], [-0.6, -2.0, -0.1], [0.6, 0.3, -0.2], [1.7, -0.2, -1.1], [-0.5, -0.5, 0.4], [1.5, 1.6, -0.4]]}


(14)
{"formula": "CH5NO5S2", "method": "ωB97M-V with the def2-TZVPD basis set", "spin_multiplicity": 1, "relative_energy_ev": 1.9391, "gap_ev": [8.9, 6.2], "charge": 0, "energy_ev": -34509.79983, "species": ["S", "S", "O", "O", "O", "O", "O", "N", "C", "H", "H", "H", "H", "H"], "xyz": [[4.136, -0.241, 0.069], [-1.157, 0.975, 0.216], [4.762, 0.293, 1.270], [-1.667, 0.593, 1.506], [4.242, 0.812, -1.120], [-1.256, 2.347, -0.202], [1.928, 0.535, -0.234], [0.704, 0.413, 0.422], [-1.842, -0.246, -1.012], [-2.948, -0.365, -0.721], [3.519, 1.359, -1.042], [-1.301, -1.042, -0.580], [0.628, 0.901, 1.381], [-1.693, 0.026, -1.972]], "forces_ev_per_angstrom": [[0.4, -0.7, 0.3], [0.2, -0.3, -1.6], [-0.4, 0.0, -0.3], [0.8, 0.0, -0.4], [3.0, -2.3, 0.0], [0.3, -0.6, -0.1], [-3.7, 1.0, 1.2], [0.3, 0.8, 1.3], [-2.0, 0.8, 5.0], [1.7, 0.4, -0.5], [-3.3, 2.7, 0.0], [0.5, -1.6, -0.4], [1.5, -0.8, -1.3], [0.8, 0.8, -3.0]]}


(15)
{"formula": "CH5NOS", "method": "ωB97M-V with the def2-TZVPD basis set", "spin_multiplicity": 1, "relative_energy_ev": 0.7478, "gap_ev": 10.5, "charge": 0, "energy_ev": -15490.37180, "smiles": "NC=O.S", "species": ["S", "O", "N", "C", "H", "H", "H", "H", "H"], "xyz": [[-2.553, 0.674, -0.562], [1.720, -1.616, -0.237], [2.406, 0.108, 1.095], [1.558, -0.446, 0.141], [1.061, 0.442, -0.175], [-3.632, 1.535, -0.706], [2.455, 1.097, 1.436], [-2.054, 1.542, 0.325], [3.064, -0.552, 1.494]], "forces_ev_per_angstrom": [[-1.0, 0.9, 0.0], [-1.4, 2.6, 0.5], [0.3, -0.2, 0.7], [3.6, -1.0, 1.0], [-2.0, -0.1, -1.5], [0.8, -0.8, -0.1], [-0.5, -1.6, -0.8], [0.2, -0.1, 0.1], [0.0, 0.3, 0.1]]}


(16)
{"formula": "CH5NOS2", "method": "ωB97M-V with the def2-TZVPD basis set", "spin_multiplicity": 1, "relative_energy_ev": 0.0627, "gap_ev": 9.9, "charge": 0, "energy_ev": -26326.33806, "smiles": "NC=O.SS", "species": ["S", "S", "O", "N", "C", "H", "H", "H", "H", "H"], "xyz": [[-2.305, 0.628, -0.405], [-2.248, -1.444, -0.093], [1.303, -1.009, -0.577], [1.164, 1.004, 0.466], [1.707, -0.214, 0.235], [2.620, -0.414, 0.818], [-0.969, -1.578, -0.489], [1.438, 1.384, 1.353], [-2.881, 0.536, -1.608], [0.171, 1.106, 0.300]], "forces_ev_per_angstrom": [[-0.3, -0.7, 0.1], [0.2, 0.6, 0.1], [-0.3, -0.3, -0.1], [-0.3, 0.2, 0.8], [0.3, -0.3, -0.4], [0.1, 0.1, 0.1], [0.0, -0.1, 0.0], [0.2, 0.4, 0.2], [0.1, 0.3, -0.1], [0.1, 0.0, -0.5]]}


(17)
{"formula": "CH5NOSi", "method": "ωB97M-V with the def2-TZVPD basis set", "spin_multiplicity": 1, "relative_energy_ev": 0.2239, "gap_ev": 10.4, "charge": 0, "energy_ev": -12532.30817, "smiles": "NC(=O)[SiH3]", "species": ["Si", "O", "N", "C", "H", "H", "H", "H", "H"], "xyz": [[-0.853, -0.723, 0.000], [1.818, -1.198, -0.707], [1.545, 0.617, 0.713], [1.034, -0.495, 0.009], [-1.073, -1.966, -0.817], [2.343, 0.877, 0.191], [-1.264, -1.019, 1.525], [-1.364, 0.585, -0.425], [0.824, 1.337, 0.646]], "forces_ev_per_angstrom": [[0.0, -1.6, 1.9], [-2.5, 1.9, 2.4], [-1.9, -0.9, -0.8], [2.9, -1.3, -2.0], [-0.2, 0.7, 0.1], [1.4, 0.6, -0.2], [0.3, 0.4, -1.8], [-0.3, 0.0, -0.2], [0.5, 0.2, 0.5]]}


(18)
{"formula": "CH5NOSi", "method": "ωB97M-V with the def2-TZVPD basis set", "spin_multiplicity": 1, "relative_energy_ev": 0.4637, "gap_ev": 10.1, "charge": 0, "energy_ev": -12532.06832, "smiles": "NC(=O)[SiH3]", "species": ["Si", "O", "N", "C", "H", "H", "H", "H", "H"], "xyz": [[-1.131, -0.673, -0.073], [1.662, -0.853, -0.566], [1.015, 1.082, 0.257], [0.756, -0.149, -0.175], [-1.814, -1.246, 1.105], [-0.981, -1.651, -1.107], [-1.682, 0.536, -0.827], [0.299, 1.734, 0.752], [1.877, 1.221, 0.634]], "forces_ev_per_angstrom": [[0.8, 0.8, -1.8], [-0.1, -0.5, -0.2], [-3.8, 3.5, 1.4], [-0.9, -1.3, 0.8], [0.2, 0.4, 0.1], [-0.5, -1.0, -0.5], [-0.3, -0.5, 0.9], [1.4, -2.1, -1.5], [3.2, 0.5, 0.7]]}


(19)
{"formula": "CH5NOSi", "method": "ωB97M-V with the def2-TZVPD basis set", "spin_multiplicity": 1, "relative_energy_ev": 1.0026, "gap_ev": 11.2, "charge": 0, "energy_ev": -12531.52944, "smiles": "[H]/N=C/O[SiH3]", "species": ["Si", "O", "N", "C", "H", "H", "H", "H", "H"], "xyz": [[-0.339, 0.009, -1.382], [0.769, -0.663, -0.387], [-0.127, 0.779, 1.467], [0.497, -0.261, 1.254], [-1.421, -0.856, -1.179], [0.787, -1.176, 1.831], [-0.527, 1.545, -1.393], [-0.116, 0.842, 2.509], [0.478, -0.219, -2.719]], "forces_ev_per_angstrom": [[2.4, 1.5, -2.3], [0.2, 1.1, 5.6], [0.8, -0.1, 1.6], [0.3, -2.6, -4.8], [-1.9, -0.4, -0.1], [0.1, 1.2, -0.5], [-0.2, -1.2, 0.3], [-0.6, 0.4, -0.7], [-1.2, 0.1, 0.9]]}


(20)
{"formula": "CH5NP2", "method": "ωB97M-V with the def2-TZVPD basis set", "spin_multiplicity": 1, "relative_energy_ev": 3.1970, "gap_ev": [7.4, 7.0], "charge": 0, "energy_ev": -21181.24393, "species": ["P", "P", "N", "C", "H", "H", "H", "H", "H"], "xyz": [[0.332, 1.462, -0.280], [2.029, -0.889, -0.269], [1.407, 0.464, 0.346], [-1.625, -0.551, -0.352], [-0.008, 2.224, 1.049], [-0.808, -1.133, -0.159], [2.941, -0.945, 0.715], [-2.392, -0.297, 0.440], [-1.878, -0.336, -1.490]], "forces_ev_per_angstrom": [[-2.0, 1.1, 1.4], [-1.2, 0.5, -0.7], [0.7, -0.8, -0.1], [-2.6, 3.5, -2.2], [0.2, -1.0, -1.7], [1.7, -1.6, 0.6], [1.7, -0.6, 1.2], [1.1, -0.4, -1.2], [0.4, -0.6, 2.8]]}